(1)
47
Properties=species:S:1:pos:R:3 method="wB97M-V/def2-TZVPD" smiles="C[N+](=O)[O-].C[N+](=O)[O-].C[N+](=O)[O-].C[N+](=O)[O-].C[N+](=O)[O-].COC(=O)OC" charge=0 relative_energy_kcal_mol=63.9
C 2.725 -6.255 -1.144
N 3.314 -6.137 0.208
O 4.183 -7.000 0.555
O 3.061 -5.102 0.871
H 2.985 -7.218 -1.586
H 3.225 -5.530 -1.786
H 1.684 -5.937 -1.189
C 1.334 0.960 2.168
N 0.449 2.055 2.608
O 0.816 3.188 2.451
O -0.479 1.733 3.271
H 1.424 0.262 3.000
H 2.271 1.475 1.955
H 0.971 0.449 1.276
C -6.671 -0.932 5.237
N -7.383 -0.546 6.502
O -8.316 -1.284 7.025
O -7.113 0.528 6.984
H -6.318 -1.961 5.164
H -5.704 -0.434 5.173
H -7.438 -0.631 4.522
C 7.012 6.008 1.087
N 7.348 6.244 -0.377
O 8.245 5.570 -0.940
O 6.806 7.124 -0.918
H 6.878 4.941 1.263
H 6.181 6.586 1.492
H 7.754 6.410 1.777
C 4.217 0.914 -6.366
N 4.171 -0.056 -5.190
O 3.593 0.308 -4.180
O 4.671 -1.171 -5.303
H 4.697 0.395 -7.195
H 4.864 1.731 -6.046
H 3.168 1.194 -6.461
C -5.219 1.390 -0.136
O -5.519 0.414 -1.084
C -4.826 -0.758 -1.196
O -4.018 -1.187 -0.361
O -5.009 -1.199 -2.415
C -4.749 -2.578 -2.699
H -5.377 2.417 -0.466
H -4.131 1.385 -0.067
H -5.720 1.110 0.791
H -4.782 -2.793 -3.767
H -5.491 -3.232 -2.241
H -3.785 -2.849 -2.267

(2)
37
Properties=species:S:1:pos:R:3 method="wB97M-V/def2-TZVPD" charge=+1
C 2.572 -1.649 0.643
O 2.034 -2.178 -0.566
C 0.820 -1.627 -0.951
P -0.407 -1.335 0.412
C -1.410 -2.808 0.823
N -1.520 -0.199 -0.220
C -1.385 0.864 0.384
O -1.275 1.787 1.052
H 2.363 -0.587 0.778
H 3.644 -1.793 0.675
H 2.156 -2.220 1.482
H 0.911 -0.692 -1.516
H 0.339 -2.344 -1.617
H 0.132 -0.756 1.573
H -1.481 -3.415 -0.073
H -0.902 -3.307 1.643
H -2.392 -2.428 1.089
C 2.418 3.283 5.011
S 1.849 1.683 4.427
O 3.023 0.968 3.857
C 0.905 2.311 3.029
H 3.070 3.118 5.866
H 2.972 3.789 4.220
H 1.561 3.883 5.318
H 1.556 2.876 2.361
H 0.093 2.942 3.388
H 0.494 1.460 2.501
C -2.202 -1.025 -5.600
S -1.287 0.297 -4.798
O -0.240 -0.342 -3.945
C -2.604 0.800 -3.687
H -1.539 -1.513 -6.312
H -2.535 -1.748 -4.855
H -3.057 -0.604 -6.129
H -2.890 -0.052 -3.068
H -3.461 1.164 -4.251
H -2.219 1.600 -3.057

(3)
35
Properties=species:S:1:pos:R:3 method="wB97M-V/def2-TZVPD" charge=+1
Ag 0.587 -2.716 1.200
C -3.892 0.189 -0.268
C -2.620 -0.081 0.494
C -2.699 0.077 1.964
O -1.454 -0.316 2.496
C -1.300 -0.165 3.865
N -2.478 -1.420 0.146
H -3.816 0.319 -1.348
H -4.215 1.146 0.141
H -4.701 -0.506 -0.041
H -1.772 0.464 0.080
H -3.569 -0.445 2.364
H -2.801 1.140 2.181
H -1.497 0.865 4.161
H -0.265 -0.245 4.194
H -1.970 -0.756 4.489
H -3.399 -1.770 0.367
H -2.514 -1.565 -0.853
C 1.981 0.209 -3.445
C 2.942 -0.310 -2.344
C 3.237 0.561 -1.073
O 2.007 1.071 -0.512
C 2.272 1.873 0.702
N 2.460 -1.682 -1.947
H 2.202 1.201 -3.840
H 0.973 0.409 -3.082
H 1.909 -0.555 -4.219
H 3.873 -0.587 -2.839
H 3.726 1.500 -1.332
H 3.969 0.029 -0.465
H 1.416 2.506 0.939
H 3.125 2.550 0.661
H 2.446 1.270 1.593
H 2.522 -2.171 -2.828
H 3.315 -2.093 -1.601

(4)
60
Properties=species:S:1:pos:R:3 method="wB97M-V/def2-TZVPD" charge=-1 relative_energy_kcal_mol=0.0
Rb -11.616 21.152 16.316
O -12.604 22.535 13.970
C -11.962 22.929 13.048
O -10.750 23.272 13.124
B -10.156 23.284 11.744
O -11.286 22.811 10.874
C -12.299 22.835 11.620
O -13.371 22.741 11.085
O -8.935 22.420 11.714
C -8.086 23.112 11.142
O -6.964 22.696 10.941
C -8.511 24.513 11.037
O -9.670 24.625 11.496
O -8.084 25.303 10.180
O -9.464 22.906 15.730
C -8.288 22.826 15.356
O -7.678 23.879 15.182
B -6.478 23.555 14.362
O -6.741 22.216 13.911
C -7.866 21.833 14.393
O -8.389 20.759 14.250
O -6.216 24.500 13.263
C -5.093 24.981 13.507
O -4.538 25.659 12.637
C -4.462 24.343 14.638
O -5.314 23.557 15.236
O -3.242 24.297 14.873
O -6.980 25.950 7.537
H -6.687 26.677 7.041
H -6.730 26.186 8.436
O -11.575 20.791 8.971
H -12.258 21.365 8.619
H -11.547 20.871 9.930
O -13.185 23.053 8.372
H -13.057 23.095 9.279
H -12.476 23.670 8.171
O -14.715 20.773 9.176
H -14.648 21.538 9.757
H -13.895 20.757 8.663
O -3.907 22.301 12.521
H -3.189 21.840 12.952
H -4.537 21.688 12.151
O -5.754 22.170 8.483
H -5.956 22.503 9.333
H -4.858 22.016 8.585
O -5.369 26.040 10.050
H -6.234 25.746 10.184
H -4.924 25.929 10.866
O -6.010 20.506 11.991
H -5.831 20.578 12.961
H -6.652 21.224 11.829
O -14.901 19.983 12.459
H -14.427 19.170 12.353
H -14.558 20.608 11.820
O -10.849 24.280 8.073
H -10.018 24.027 7.637
H -10.533 24.935 8.663
O -9.079 21.865 8.548
H -9.985 21.692 8.735
H -8.535 21.271 9.058

(5)
40
Properties=species:S:1:pos:R:3 method="wB97M-V/def2-TZVPD" charge=0
Li 11.903 -15.287 -3.979
B 11.908 -12.745 -2.219
F 12.955 -13.198 -2.983
F 11.067 -12.201 -3.061
F 11.358 -13.776 -1.482
F 12.370 -11.815 -1.319
C 11.090 -17.162 -6.914
C 10.597 -15.724 -6.938
C 9.270 -15.449 -6.192
O 9.360 -15.740 -4.804
C 8.175 -15.284 -4.143
N 11.633 -14.781 -6.480
H 11.526 -17.386 -5.941
H 11.787 -17.398 -7.719
H 10.333 -17.904 -7.165
H 10.527 -15.636 -8.022
H 8.498 -16.062 -6.657
H 9.036 -14.386 -6.236
H 8.443 -15.397 -3.092
H 7.399 -15.999 -4.416
H 7.887 -14.274 -4.434
H 11.233 -13.862 -6.602
H 12.326 -14.765 -7.215
C 15.645 -18.398 -3.706
C 14.489 -18.855 -2.768
C 14.956 -19.911 -1.662
O 15.666 -19.138 -0.748
C 16.278 -19.913 0.336
N 13.797 -17.708 -2.179
H 15.262 -17.767 -4.509
H 16.041 -19.265 -4.234
H 16.419 -17.925 -3.101
H 13.802 -19.420 -3.399
H 15.595 -20.680 -2.095
H 14.126 -20.289 -1.065
H 15.992 -19.492 1.300
H 17.320 -19.766 0.054
H 16.098 -20.986 0.399
H 13.297 -18.161 -1.428
H 14.553 -17.274 -1.667

(6)
35
Properties=species:S:1:pos:R:3 method="wB97M-V/def2-TZVPD" charge=0 relative_energy_kcal_mol=51.8
Li 14.535 -21.117 26.012
Br 15.495 -22.866 27.764
C 12.740 -26.423 25.001
C 13.404 -25.513 26.033
C 13.030 -25.972 27.457
O 14.779 -25.658 25.939
H 13.141 -27.435 24.942
H 12.885 -25.946 24.032
H 11.685 -26.455 25.270
H 12.969 -24.533 25.835
H 13.433 -26.976 27.590
H 11.961 -26.184 27.437
H 13.283 -25.190 28.174
H 15.147 -24.916 26.423
C 11.198 -22.916 30.159
C 11.401 -21.910 29.026
C 12.442 -20.741 29.358
O 11.883 -22.547 27.868
H 10.465 -23.696 29.953
H 10.991 -22.458 31.127
H 12.116 -23.482 30.312
H 10.381 -21.578 28.836
H 12.851 -20.244 28.477
H 13.272 -21.114 29.958
H 11.991 -19.958 29.967
H 12.561 -23.187 28.094
C 17.333 -23.335 33.256
C 16.312 -22.608 32.317
O 17.074 -22.191 31.207
H 18.160 -22.678 33.525
H 17.875 -24.195 32.862
H 16.820 -23.529 34.198
H 15.852 -21.745 32.799
H 15.465 -23.213 31.992
H 16.592 -22.363 30.395

(7)
35
Properties=species:S:1:pos:R:3 method="wB97M-V/def2-TZVPD" charge=+1 relative_energy_kcal_mol=56.7
C 1.799 -0.720 2.313
N 0.932 0.402 2.034
C -0.427 0.361 2.543
P -1.551 -1.077 2.110
C -0.838 -1.567 0.470
C -1.753 -1.259 -0.730
C -1.766 0.216 -1.124
C -0.419 0.705 -1.653
N -0.602 1.846 -2.557
C 0.622 2.583 -2.752
C 0.449 4.063 -2.972
O 1.697 2.043 -2.705
H 2.156 -1.230 1.389
H 2.696 -0.427 2.868
H 1.259 -1.452 2.942
H 0.968 0.692 1.068
H -0.950 1.273 2.241
H -0.390 0.386 3.641
H -0.819 -2.027 2.880
H -0.728 -2.655 0.541
H 0.158 -1.131 0.327
H -2.768 -1.591 -0.487
H -1.424 -1.851 -1.594
H -2.524 0.384 -1.897
H -2.075 0.826 -0.264
H 0.128 -0.124 -2.127
H 0.227 1.058 -0.842
H -0.882 1.489 -3.471
H -0.548 4.403 -2.701
H 1.211 4.596 -2.399
H 0.626 4.292 -4.029
O 1.201 -3.623 1.676
H 1.537 -2.684 1.603
H 1.174 -3.948 2.598
H 1.626 -4.252 1.061

(8)
39
Properties=species:S:1:pos:R:3 method="wB97M-V/def2-TZVPD" charge=-1
N -2.151 1.446 1.356
C -1.527 0.462 0.421
C -0.837 -0.653 1.180
C -0.266 -1.718 0.219
C 0.895 -2.523 0.851
C 2.283 -1.956 0.500
C 3.088 -1.390 1.692
N 2.337 -0.733 2.742
H -2.884 0.921 1.829
H -1.439 1.565 2.077
H -0.814 1.020 -0.190
H -2.331 0.128 -0.257
H -1.642 -1.151 1.742
H 0.082 -1.256 -0.706
H -1.059 -2.426 -0.069
H 0.833 -3.563 0.514
H 0.711 -2.527 1.920
H 2.170 -1.217 -0.281
H 2.884 -2.755 0.056
H 3.731 -2.157 2.124
H 3.774 -0.635 1.288
H 1.730 -1.384 3.214
H 1.754 -0.003 2.351
C 4.036 0.273 -2.469
O 3.079 -0.462 -2.350
N 4.452 0.755 -3.687
N 4.775 0.683 -1.391
H 5.236 1.366 -3.805
H 3.922 0.475 -4.491
H 4.485 0.349 -0.489
H 5.565 1.294 -1.458
C -5.744 1.748 -0.597
O -5.447 0.586 -0.793
N -4.978 2.617 0.121
N -6.913 2.283 -1.098
H -5.246 3.568 0.278
H -4.102 2.283 0.513
H -7.502 1.673 -1.632
H -7.191 3.235 -0.959

| no. | frontier orbital gap (eV) |
| --- | --- |
| 1 | 10.525 |
| 2 | 7.989 |
| 3 | 6.532 |
| 4 | 8.066 |
| 5 | 10.075 |
| 6 | 7.812 |
| 7 | 7.203 |
| 8 | 3.813 |